Record 1
C42H62Cl15N3O4S | ωB97M-V/def2-TZVPD

Results
LUMO energy ... -1.13 eV
SMILES ... CC(C)C[C@H](C)CO[C@](C#N)(CC(=O)c1ccccc1)[C@](C#N)(CCCCS(=O)(=O)Cl)c1ccccn1.ClCCCl.ClCCCl.ClCCCl.ClCCCl.ClCCCl.ClCCCl.ClCCCl
HOMO ... -9.0 eV

```
127
C42H62Cl15N3O4S | the Open Molecules 2025 dataset | ωB97M-V/def2-TZVPD
C -1.79477 1.51314 -0.33997
C 0.41855 -6.84370 -3.47842
H 5.32600 0.75855 1.95578
O -4.22931 2.27657 2.21329
H 5.74237 2.60190 2.06239
C 5.58831 3.34570 -0.61063
H -3.71271 3.22888 -6.10152
H 7.82443 -2.59136 -4.41853
C -0.25024 -2.80708 1.55880
C -1.82808 1.43054 2.35870
C 0.19455 -8.04562 -4.37560
C -6.08932 -1.54876 -4.90054
C 3.31994 2.51290 0.37719
C 9.92197 -2.38032 -4.00453
H 0.74574 -1.83168 -3.51397
C -7.50692 -1.78455 -4.41643
Cl 11.33252 -1.42018 -4.51590
Cl -1.11235 3.30017 5.32369
H 4.84068 1.24140 -0.73080
H -3.23713 4.19935 -4.70127
C 5.75816 -4.25630 -0.25776
H -1.62362 -2.91533 -4.60057
H -4.33654 7.11310 0.23012
H -0.96877 1.99968 2.89754
H 8.73235 -1.83935 -5.73718
H 6.87477 -6.08111 -0.45306
H 3.89770 -0.38202 0.83278
H -2.97234 4.10456 6.50132
C -5.42988 6.70985 7.40119
H -6.06611 -1.26368 -5.95419
H -3.93418 2.02407 7.34686
C -0.23657 -1.88122 -2.93596
H -0.49831 -5.81570 -0.61135
Cl -5.50688 3.97065 7.44868
H -0.46782 4.24865 2.60091
Cl -0.99817 -5.76244 -3.43704
H -0.13527 -7.74701 -5.37285
C -1.30174 0.73189 0.96942
C -1.58854 -2.48197 -3.52940
C 7.03470 -5.05936 -0.10214
H 0.64583 -7.14338 -2.45392
Cl -1.01675 -9.16723 -3.70637
C -2.81381 -2.44663 -2.57086
H -2.32442 -2.42881 2.30720
C -3.02966 3.27878 -5.25094
Cl -5.06061 -2.98869 -4.69550
H 3.31110 3.49202 0.99857
C -3.52432 6.47247 0.72684
H -4.85397 5.50960 9.11560
C -2.65604 4.09019 1.74838
Cl -8.39015 -2.93135 -5.45492
H -6.11312 6.66347 6.55075
C -1.40764 -1.78106 2.00024
H -6.59194 5.55551 8.79193
H 5.64861 4.16142 0.20862
H -2.44194 2.07830 -3.54134
C -2.15271 7.19337 1.03120
H 6.60724 3.04005 -1.03299
N -2.04135 2.31539 -1.22284
H 0.86107 2.16308 -0.22089
H 6.78001 1.46405 1.01714
H 4.86425 3.71208 -1.44226
H -2.17221 0.63185 3.12933
H -0.00382 6.78964 2.00141
C -1.92660 -0.78064 0.85018
H -8.06545 -0.84632 -4.43482
H 9.86253 -2.34096 -2.91495
H 4.93254 -4.77198 0.23813
C -2.97807 2.53977 2.10641
C -2.95008 1.98868 6.87885
C -3.79430 4.95132 1.05682
H 0.28766 -3.12580 2.54024
H 2.21212 -0.90751 1.34746
H -5.62804 -0.74601 -4.32095
N -2.95850 -1.93109 -1.24744
Cl 5.88323 -2.64410 0.49008
H 5.49327 -4.12233 -1.30844
C 2.77811 -0.11000 0.72130
H 1.25671 -6.25226 -3.85311
H 2.65609 1.46121 2.31164
O 2.18900 -4.80199 1.22092
H -5.62839 7.63452 7.94728
C 5.69982 1.67806 1.38516
C 4.83999 2.07358 0.08343
H -4.82860 4.49688 0.81335
H -2.01057 -4.02476 0.75200
H -1.92550 8.28744 0.79513
H -0.77979 -5.01363 1.77749
S 1.70204 -4.78932 -0.21076
Cl 8.37356 -4.38623 -1.06597
Cl 2.55007 -3.21470 -1.33690
H -4.17997 2.10853 -3.86402
C 2.43896 1.40761 1.16958
H -2.19758 1.97871 7.67021
H 2.55604 -0.21630 -0.41647
H 2.86197 2.80774 -0.65096
H -3.77998 -2.92366 -3.01540
H 1.12433 -8.60900 -4.47911
H -1.09482 -1.24033 2.98143
Cl -2.85134 0.43940 6.00302
C -1.77428 -1.37828 -0.66136
C -3.19360 2.08346 -4.33250
H -3.45834 3.13515 5.10538
C -0.89719 -4.18385 0.97091
C -2.77462 3.18054 5.95617
C -1.31026 4.81055 2.07306
C -0.16346 -4.73362 -0.34852
Cl 8.13978 -0.29833 -4.05032
H -7.52369 -2.17063 -3.39520
C 0.86992 1.77640 0.86429
N -4.74269 -0.53605 1.14430
H 0.56868 2.65007 1.54202
H 0.49036 -0.93782 -0.91934
C -5.60584 5.51939 8.32387
H -0.39651 -4.10889 -1.29025
H 10.12021 -3.41374 -4.29731
Cl -3.76875 6.83019 6.76908
Cl -3.07965 0.53816 -5.21281
H 7.35707 -5.10431 0.94004
O 2.13526 -6.05688 -0.95097
H 0.56371 -2.35902 0.88991
C -1.03190 6.33424 1.72168
C 8.63721 -1.89990 -4.65112
C -3.52855 -0.61226 1.09902
O 0.12611 0.54811 1.07478
Cl -1.37004 3.41820 -5.88333
C -0.44090 -1.36504 -1.45554
```



Record 2
C42H62N2O2P2S2Si2Sn | ωB97M-V/def2-TZVPD

Results
Charge ... +2
Energy relative to the best compared isomer or geometry (same formula, charge and spin) ... 6.631 eV
LUMO energy (alpha / beta) ... -8.85 / -8.85 eV
HOMO (alpha / beta) ... -11.2 / -11.2 eV

```
115
C42H62N2O2P2S2Si2Sn | the Open Molecules 2025 dataset | ωB97M-V/def2-TZVPD
C -2.52638 -5.16896 -4.29655
C -2.08643 -0.61080 3.38197
C 5.92542 2.96601 -0.01818
H 4.74263 0.70211 -2.81718
H -2.72733 -5.51215 -5.31334
Si -0.90028 1.66627 -3.78413
H -4.45451 -4.81584 -3.35302
H -4.65361 0.82952 -3.13176
H -0.23105 4.06471 -3.23752
H -2.46333 2.78888 -5.26112
H -0.18908 -0.88616 0.69403
C 3.30831 -1.85182 4.17390
H 6.36615 3.44539 0.87041
C 0.21311 0.24099 -3.88242
H 4.63960 3.07179 4.72201
C -2.12284 -3.73958 -4.50339
H 6.53967 2.36966 -3.26802
H 1.69786 -0.39913 4.10892
C 6.41287 1.92918 5.25525
H -1.71979 -3.53230 -5.50639
H 0.84134 0.32829 -4.77641
H -3.98111 -6.45855 -3.56701
Si -3.40518 2.32898 -1.48062
H -4.43998 2.33333 0.86146
H 1.67203 6.18703 2.88834
C 0.94228 4.01601 -0.24620
H -5.22392 -5.09546 -0.47227
C -4.77200 1.18283 -2.08099
C 1.42971 5.58120 2.05173
C 6.29380 0.87104 2.74079
C 6.58509 3.02880 -1.20914
H 0.71243 -2.63283 6.02396
C 1.16441 4.18654 2.18992
H -7.17473 -6.71795 0.20490
C 4.79357 2.19279 0.22458
H -5.20133 -7.80409 -1.98326
C -1.76041 1.71729 -2.14715
N 2.77091 1.33099 2.08876
C 1.48063 -3.37776 5.84928
H 8.18458 -0.02927 3.06227
S 3.17175 -2.62205 5.83382
C 4.31458 1.35826 -0.84040
C -2.14283 1.75362 -5.17771
C 7.42325 0.58855 3.55869
H -4.78475 0.26676 -1.37583
H 0.07736 3.79230 -4.95738
H 1.01895 3.66311 3.13978
O -2.55476 -4.29923 -1.07878
C 1.01709 3.32645 1.00343
C -3.57957 -5.44770 -3.29498
C 4.98947 1.41925 -2.08968
C 1.22480 5.33471 -0.36980
C -0.51268 -0.49701 1.67831
C -5.81850 -6.90402 -1.66131
H -1.23746 -3.41330 -3.89094
C 2.92687 -0.08660 2.40023
H -2.94424 -2.97810 -4.47205
C 6.07466 2.30476 -2.27814
H 4.40593 -1.72441 3.98292
C -4.78636 -6.02667 -0.88912
C 0.12707 3.30008 -3.97074
C -1.41211 -1.22271 2.39050
H 1.79097 7.17018 0.64579
H -1.67228 -5.87641 -4.03560
H 3.10862 -2.56830 3.37947
H -1.62546 1.45979 -6.05621
H -2.94600 1.06609 -4.90082
H -4.87904 4.18392 -2.20955
C -1.82946 0.76323 3.65692
H -1.15873 1.40001 -1.26152
H 3.83732 -0.40695 1.94735
H -0.82386 2.49660 3.17751
H -6.74471 -8.38637 -0.37890
C 1.52885 6.10672 0.75636
H 1.43260 -4.01496 6.75278
H -1.63352 -2.29584 2.03901
P 4.08429 2.47925 1.91250
C -0.11548 0.84725 1.87416
H 3.27665 0.26384 4.56545
H 0.72986 0.17895 -2.94238
O -6.65858 -2.20213 -2.30547
H -2.50816 1.22329 4.31057
C 5.41081 2.32507 4.40305
H -6.17690 -6.43101 -2.58512
H 1.22991 3.07878 -3.84389
H 2.14372 -0.64504 1.90504
H 0.69946 3.40803 -1.11572
H -7.94795 -7.39428 -1.25144
C -0.85829 1.44010 2.95051
H -2.83542 1.54671 0.91011
H 7.48596 3.62038 -1.29763
H -2.99223 -1.12685 3.80256
S -2.98682 -5.66496 -1.61848
H -4.49498 -6.58830 0.02736
H 8.33524 1.06611 5.39683
H -0.34850 -0.71675 -3.96638
H 1.16689 5.80564 -1.41388
Sn -2.81561 -2.26555 -1.08626
H 6.22089 0.31874 1.82517
P 1.23313 1.60935 0.96859
C 7.45891 1.11289 4.83467
H 3.41616 0.70721 -0.70465
H 6.44549 2.27134 6.26434
N -4.88663 -2.32971 -0.62228
C -3.80571 4.04044 -2.02443
C 2.78836 -0.44368 3.87865
C -6.99914 -7.29746 -0.76284
H -5.74892 1.73405 -2.02958
H -2.88843 3.19542 0.80707
H -3.19639 4.37235 -2.85838
C 5.37157 1.85034 3.05072
H -3.39293 4.80479 -1.28469
H 1.27747 -3.94405 4.91725
C -3.42590 2.30189 0.38101
C -5.75867 -2.26326 -1.48190
```